(1)
This record from OMol25 describes a structure of composition C23H27N5PdSi. The level of theory is the ωB97M-V functional and the def2-TZVPD basis.

Summary:
Gap between HOMO and LUMO (alpha / beta)   6.5 / 6.5 eV
Molar mass   508.01 g/mol

Positions of all 57 atoms, in Å:
Pd (-0.019, -0.327, -1.787)
C (-4.062, 2.080, 3.029)
C (-3.026, 1.230, 2.331)
C (-1.724, 1.105, 2.812)
C (-0.775, 0.351, 2.147)
C (-1.056, -0.368, 0.964)
N (-0.116, -1.105, 0.292)
C (0.969, -1.601, 0.983)
C (0.812, -2.310, 2.191)
C (1.866, -2.893, 2.862)
C (3.168, -2.825, 2.363)
C (4.323, -3.511, 3.052)
C (3.348, -2.130, 1.182)
C (2.293, -1.509, 0.511)
N (2.669, -0.730, -0.650)
C (3.769, 0.035, -0.741)
C (3.920, 0.424, -2.056)
C (2.842, -0.168, -2.718)
N (2.085, -0.879, -1.877)
C (-2.371, -0.205, 0.480)
C (-3.310, 0.577, 1.146)
N (-2.818, -0.823, -0.742)
C (-4.037, -1.358, -0.957)
C (-4.116, -1.723, -2.279)
C (-2.871, -1.371, -2.815)
N (-2.095, -0.833, -1.885)
H (-3.819, 2.203, 4.085)
H (-5.054, 1.630, 2.965)
H (-4.127, 3.079, 2.589)
H (-1.440, 1.625, 3.723)
H (0.235, 0.296, 2.537)
H (-0.193, -2.397, 2.586)
H (1.674, -3.432, 3.784)
H (4.099, -3.693, 4.104)
H (5.232, -2.909, 2.999)
H (4.543, -4.477, 2.590)
H (4.344, -2.065, 0.752)
H (4.352, 0.265, 0.136)
H (4.690, 1.054, -2.471)
H (2.577, -0.129, -3.762)
H (-4.294, 0.695, 0.701)
H (-4.745, -1.463, -0.152)
H (-4.943, -2.198, -2.780)
H (-2.497, -1.495, -3.817)
C (0.448, 2.566, -3.865)
Si (-0.029, 1.928, -2.189)
C (-1.696, 2.608, -1.750)
C (1.180, 2.578, -0.946)
H (0.356, 3.659, -3.859)
H (-0.202, 2.168, -4.649)
H (1.482, 2.307, -4.112)
H (-1.677, 3.690, -1.929)
H (-1.918, 2.428, -0.694)
H (-2.500, 2.170, -2.348)
H (1.099, 3.672, -0.923)
H (2.211, 2.308, -1.190)
H (0.946, 2.192, 0.051)

---

(2)
This record from OMol25 describes the molecule C23H27N7O4S at a distorted geometry. The level of theory is the ωB97M-V functional and the def2-TZVPD basis.

Summary:
Gap between HOMO and LUMO   8.9 eV
Molar mass   497.58 g/mol
Structure (SMILES)   CCOC(=O)N1CCN(C(=O)CSc2ccc3nnc(CCNC(=O)c4ccccc4)n3n2)CC1

Positions of all 62 atoms, in Å:
C (-0.510, -4.434, 0.010)
C (-1.722, -3.527, 0.088)
O (-1.498, -2.563, 1.124)
C (-2.524, -1.725, 1.365)
O (-3.521, -1.655, 0.684)
N (-2.308, -0.968, 2.470)
C (-3.382, -0.181, 3.028)
C (-2.934, 1.282, 3.233)
N (-1.492, 1.337, 3.293)
C (-0.661, 2.168, 2.628)
O (0.542, 2.142, 2.809)
C (-1.253, 3.254, 1.742)
S (-2.412, 2.757, 0.422)
C (-1.610, 1.358, -0.236)
C (-2.185, 0.704, -1.363)
C (-1.556, -0.380, -1.886)
C (-0.337, -0.772, -1.293)
N (0.551, -1.697, -1.581)
N (1.562, -1.569, -0.721)
C (1.312, -0.588, 0.113)
C (2.255, 0.002, 1.092)
C (2.732, 1.359, 0.535)
N (3.074, 1.262, -0.864)
C (2.193, 1.592, -1.841)
O (1.174, 2.228, -1.630)
C (2.589, 1.149, -3.208)
C (3.089, -0.129, -3.440)
C (3.405, -0.520, -4.729)
C (3.235, 0.358, -5.787)
C (2.724, 1.626, -5.560)
C (2.391, 2.016, -4.277)
N (0.108, -0.046, -0.199)
N (-0.517, 0.981, 0.352)
C (-0.931, 0.242, 4.055)
C (-1.096, -1.061, 3.258)
H (-0.695, -5.215, -0.721)
H (-0.319, -4.888, 0.979)
H (0.363, -3.867, -0.297)
H (-1.886, -3.007, -0.861)
H (-2.631, -4.088, 0.333)
H (-4.221, -0.238, 2.333)
H (-3.687, -0.624, 3.984)
H (-3.306, 1.908, 2.426)
H (-3.346, 1.658, 4.180)
H (-1.808, 3.975, 2.345)
H (-0.415, 3.754, 1.256)
H (-3.108, 1.085, -1.768)
H (-1.933, -0.926, -2.734)
H (1.767, 0.188, 2.049)
H (3.090, -0.686, 1.223)
H (1.920, 2.083, 0.622)
H (3.592, 1.715, 1.104)
H (3.845, 0.660, -1.107)
H (3.187, -0.836, -2.628)
H (3.782, -1.516, -4.908)
H (3.491, 0.050, -6.790)
H (2.580, 2.307, -6.386)
H (1.978, 2.995, -4.083)
H (0.123, 0.451, 4.240)
H (-1.458, 0.182, 5.012)
H (-0.257, -1.203, 2.574)
H (-1.134, -1.923, 3.937)

---

Q: Among the records above, which one has the lowest molar mass?
A: C23H27N7O4S

---

Q: molar mass of number 2 (C23H27N7O4S)?
A: 497.58 g/mol

---

Q: Which of these has the highest molar mass?
A: C23H27N5PdSi